1.
Below is a 2-piece molecular cluster, C4H2F3N3O2 overall in a non-equilibrium geometry, with properties calculated with ωB97M-V/def2-TZVPD.

Structure (XYZ):
```
14
C4H2F3N3O2 (ωB97M-V/def2-TZVPD)
C 0.961 -0.121 -1.754
C 1.071 -1.568 -0.275
C 0.868 -3.195 1.618
C 7.747 0.372 -0.076
N 2.236 -0.278 -1.258
N 2.310 -1.220 -0.343
N 0.154 -0.896 -1.022
O 1.377 -3.663 2.487
O 0.312 -2.624 0.752
F 7.650 1.539 0.384
F 7.934 0.083 -1.287
F 7.622 -0.573 0.742
H 0.550 0.575 -2.411
H -0.856 -1.120 -1.040
```

HOMO level in eV: -17.3941
Relative energy (zero: lowest compared OMol25 entry of this formula, charge and spin) in kJ/mol: 0.0
Multiplicity: 1
Electronic energy in hartree: -767.1178
Strongest force on any atom in eV/A: 4.50
Charge: +2
Frontier orbital gap in eV: 7.6

---

2.
Below is the molecule C4H2FN in a non-equilibrium geometry, with properties calculated with ωB97M-V/def2-TZVPD.

Structure (XYZ):
```
8
C4H2FN (ωB97M-V/def2-TZVPD)
C 1.837 -0.492 -0.950
C 0.974 -0.005 -0.302
C -0.238 0.285 0.492
F -0.711 -0.809 1.169
C -1.658 0.472 -0.155
N -2.826 0.629 -0.524
H 2.903 -1.002 -1.076
H -0.281 0.923 1.346
```

HOMO level in eV: -11.6391
Relative energy (zero: lowest compared OMol25 entry of this formula, charge and spin) in kJ/mol: 200.7
Multiplicity: 1
Electronic energy in hartree: -308.0735
Strongest force on any atom in eV/A: 8.48
SMILES: C#C[C@H](F)C#N
Frontier orbital gap in eV: 12.1

---

3.
Below is C4H2HgLiO2 as an isolated structure in a non-equilibrium geometry, with properties calculated with ωB97M-V/def2-TZVPD.

Structure (XYZ):
```
10
C4H2HgLiO2 (ωB97M-V/def2-TZVPD)
C -1.770 1.195 0.265
C -0.579 1.243 0.743
O -2.865 1.292 -0.190
Li -4.208 0.789 -1.368
H -0.416 1.605 1.763
C 2.181 -2.434 0.093
C 2.438 -1.327 -0.381
O 2.237 -0.116 -0.693
Hg 1.048 1.221 -0.488
H 1.935 -3.466 0.255
```

HOMO level in eV: -11.1829
Relative energy (zero: lowest compared OMol25 entry of this formula, charge and spin) in kJ/mol: 0.0
Multiplicity: 1
Electronic energy in hartree: -464.6218
Strongest force on any atom in eV/A: 7.29
Charge: +1
Frontier orbital gap in eV: 6.3

---

4.
Below is C4H2INS as an isolated structure in a non-equilibrium geometry, with properties calculated with ωB97M-V/def2-TZVPD.

Structure (XYZ):
```
9
C4H2INS (ωB97M-V/def2-TZVPD)
C -0.937 -1.878 1.132
C -0.275 -1.121 0.505
C -0.449 2.199 -0.594
C 0.696 -0.153 -0.237
N -1.258 2.638 -1.282
S 0.670 1.616 0.532
I 2.690 -0.642 -0.331
H -1.522 -2.688 1.649
H 0.384 0.029 -1.374
```

HOMO level in eV: -9.7753
Relative energy (zero: lowest compared OMol25 entry of this formula, charge and spin) in kJ/mol: 24.2
Multiplicity: 1
Electronic energy in hartree: -904.1349
Strongest force on any atom in eV/A: 4.72
Frontier orbital gap in eV: 9.5

---

5.
Below is a 2-piece molecular cluster, C4H2IO2 overall in a non-equilibrium geometry, with properties calculated with ωB97M-V/def2-TZVPD.

Structure (XYZ):
```
9
C4H2IO2 (ωB97M-V/def2-TZVPD)
C 1.524 -1.479 -0.196
C 0.768 -0.537 -0.036
C -1.692 0.074 -0.080
C -0.184 0.437 0.154
O -1.906 -0.454 1.017
O -2.331 0.191 -1.068
I 0.281 1.751 1.719
H 2.357 -2.142 -0.279
H 1.182 2.160 -1.231
```

HOMO level (spin up / spin down) in eV: -4.7444 / -3.4663
Relative energy (zero: lowest compared OMol25 entry of this formula, charge and spin) in kJ/mol: 384.9
Multiplicity: 1
Electronic energy in hartree: -601.6430
Strongest force on any atom in eV/A: 3.28
Charge: -1
Frontier orbital gap (spin up / spin down) in eV: 7.7 / 6.2

---

6.
Below is C4H2InO2 as an isolated structure in a non-equilibrium geometry, with properties calculated with ωB97M-V/def2-TZVPD.

Structure (XYZ):
```
9
C4H2InO2 (ωB97M-V/def2-TZVPD)
O 1.283 -1.933 1.630
C 0.632 -1.529 0.702
H 0.130 -2.232 0.002
C -0.579 0.856 1.448
C -0.039 0.093 0.574
C 1.119 0.169 -0.315
O 2.003 1.032 -0.149
In 2.499 0.712 -2.012
H -1.112 0.891 2.393
```

HOMO level (spin up / spin down) in eV: -19.6168 / -19.1932
Relative energy (zero: lowest compared OMol25 entry of this formula, charge and spin) in kJ/mol: 296.0
Multiplicity: 2
Electronic energy in hartree: -493.1882
Strongest force on any atom in eV/A: 7.17
Charge: +2
Frontier orbital gap (spin up / spin down) in eV: 7.2 / 6.0

---

7.
Below is the molecule C4H2N2O, with properties calculated with ωB97M-V/def2-TZVPD.

Structure (XYZ):
```
9
C4H2N2O (ωB97M-V/def2-TZVPD)
N 1.055 -2.817 -0.006
C 0.358 -1.811 0.053
C -0.526 -0.877 0.177
C -0.700 0.410 0.019
N 0.040 1.549 -0.359
C -1.230 1.756 0.136
O -2.007 2.600 0.452
H 2.019 -2.666 -0.291
H 0.991 1.855 -0.181
```

HOMO level in eV: -9.3351
Relative energy (zero: lowest compared OMol25 entry of this formula, charge and spin) in kJ/mol: 305.8
Multiplicity: 1
Electronic energy in hartree: -338.2249
Strongest force on any atom in eV/A: 0.61
SMILES: N=C=C=C1NC1=O
Frontier orbital gap in eV: 8.9

---

8.
Below is C4H2N2O as an isolated structure in a non-equilibrium geometry, with properties calculated with ωB97M-V/def2-TZVPD.

Structure (XYZ):
```
9
C4H2N2O (ωB97M-V/def2-TZVPD)
N 0.450 -1.318 0.734
C 0.938 -0.083 0.507
O 1.993 0.365 0.912
C 0.230 0.874 -0.309
C -0.213 1.824 -0.983
C -1.496 1.218 -1.180
N -2.537 0.726 -1.323
H -0.416 -1.683 0.366
H 1.051 -1.923 1.276
```

HOMO level in eV: -10.7219
Relative energy (zero: lowest compared OMol25 entry of this formula, charge and spin) in kJ/mol: 249.6
Multiplicity: 1
Electronic energy in hartree: -338.2463
Strongest force on any atom in eV/A: 1.86
Frontier orbital gap in eV: 10.1

---

9.
Below is the molecule C4H2N2O in a non-equilibrium geometry, with properties calculated with ωB97M-V/def2-TZVPD.

Structure (XYZ):
```
9
C4H2N2O (ωB97M-V/def2-TZVPD)
N 2.903 1.432 0.279
C 2.462 0.395 0.006
C 1.611 -0.665 -0.248
C 0.426 -0.901 -0.251
C -1.028 -0.822 -0.114
N -1.421 0.464 0.110
O -1.759 -1.783 -0.175
H -0.786 1.249 0.162
H -2.408 0.631 0.231
```

HOMO level in eV: -10.9984
Relative energy (zero: lowest compared OMol25 entry of this formula, charge and spin) in kJ/mol: 135.9
Multiplicity: 1
Electronic energy in hartree: -338.2897
Strongest force on any atom in eV/A: 1.22
SMILES: N#CC#CC(N)=O
Frontier orbital gap in eV: 10.5

---

10.
Below is the molecule C4H2N2O in a non-equilibrium geometry, with properties calculated with ωB97M-V/def2-TZVPD.

Structure (XYZ):
```
9
C4H2N2O (ωB97M-V/def2-TZVPD)
N 3.543 1.135 0.123
C 2.701 0.339 0.104
C 1.539 -0.412 0.092
C 0.371 -0.711 0.085
C -1.097 -0.788 0.040
N -1.631 0.447 -0.157
O -1.729 -1.815 0.156
H -1.066 1.282 -0.198
H -2.632 0.524 -0.244
```

HOMO level in eV: -11.0127
Relative energy (zero: lowest compared OMol25 entry of this formula, charge and spin) in kJ/mol: 88.2
Multiplicity: 1
Electronic energy in hartree: -338.3078
Strongest force on any atom in eV/A: 1.07
SMILES: N#CC#CC(N)=O
Frontier orbital gap in eV: 10.6

---

11.
Below is the molecule C4H2N2O in a non-equilibrium geometry, with properties calculated with ωB97M-V/def2-TZVPD.

Structure (XYZ):
```
9
C4H2N2O (ωB97M-V/def2-TZVPD)
N 0.237 -3.352 -0.379
C 0.144 -2.213 -0.253
C 0.054 -0.812 -0.046
N -0.277 -0.208 1.029
C -0.333 1.125 0.777
C 0.098 1.312 -0.497
O 0.354 0.071 -1.019
H -0.594 1.927 1.525
H 0.317 2.151 -1.136
```

HOMO level in eV: -10.1513
Relative energy (zero: lowest compared OMol25 entry of this formula, charge and spin) in kJ/mol: 9.8
Multiplicity: 1
Electronic energy in hartree: -338.3377
Strongest force on any atom in eV/A: 2.54
SMILES: N#Cc1ncco1
Frontier orbital gap in eV: 10.3

---

12.
Below is a 2-piece molecular cluster, C4H2N2OS overall in a non-equilibrium geometry, with properties calculated with ωB97M-V/def2-TZVPD.

Structure (XYZ):
```
10
C4H2N2OS (ωB97M-V/def2-TZVPD)
N -1.875 1.874 -0.428
C -0.752 1.601 -0.255
C 0.454 0.893 0.285
C 1.454 0.154 -0.078
N 2.489 -0.451 -0.344
H 0.240 1.446 1.285
H 2.264 -1.460 -0.306
O -2.127 -0.335 0.096
C -1.463 -1.226 -0.104
S -0.683 -2.496 -0.152
```

HOMO level in eV: -9.9131
Relative energy (zero: lowest compared OMol25 entry of this formula, charge and spin) in kJ/mol: 152.5
Multiplicity: 1
Electronic energy in hartree: -736.4512
Strongest force on any atom in eV/A: 5.61
SMILES: N#CC=C=N.O=C=S
Frontier orbital gap in eV: 10.1

---

13.
Below is the molecule C4H2N2S in a non-equilibrium geometry, with properties calculated with ωB97M-V/def2-TZVPD.

Structure (XYZ):
```
9
C4H2N2S (ωB97M-V/def2-TZVPD)
C -0.130 1.959 -0.066
C -1.112 0.958 0.090
C 1.100 1.463 -0.081
C -2.872 -0.823 -0.103
N 0.900 0.172 0.114
N -0.456 -0.150 0.176
S -2.885 0.785 -0.012
H 2.062 1.796 -0.226
H -2.009 -1.293 -0.248
```

HOMO level (spin up / spin down) in eV: -8.6185 / -8.6280
Relative energy (zero: lowest compared OMol25 entry of this formula, charge and spin) in kJ/mol: 861.1
Multiplicity: 1
Electronic energy in hartree: -660.9700
Strongest force on any atom in eV/A: 6.33
Frontier orbital gap (spin up / spin down) in eV: 5.2 / 5.1

---

14.
Below is the molecule C4H2N3P in a non-equilibrium geometry, with properties calculated with ωB97M-V/def2-TZVPD.

Structure (XYZ):
```
10
C4H2N3P (ωB97M-V/def2-TZVPD)
C 1.485 -0.360 0.320
C -0.833 -1.416 -0.657
C -0.137 1.507 -0.429
C 0.809 0.514 -0.461
N 2.082 -1.049 1.042
N -1.147 1.325 0.414
N -1.792 0.481 0.973
P -2.181 -1.046 0.163
H -0.324 -2.122 -1.423
H -0.354 2.312 -1.065
```

HOMO level (spin up / spin down) in eV: -9.0549 / -8.3996
Relative energy (zero: lowest compared OMol25 entry of this formula, charge and spin) in kJ/mol: 527.0
Multiplicity: 1
Electronic energy in hartree: -658.9543
Strongest force on any atom in eV/A: 2.45
Frontier orbital gap (spin up / spin down) in eV: 7.7 / 6.5

---

15.
Below is an isolated ion of composition C4H2NO3 and charge -1 in a non-equilibrium geometry, with properties calculated with ωB97M-V/def2-TZVPD.

Structure (XYZ):
```
10
C4H2NO3 (ωB97M-V/def2-TZVPD)
N 0.547 2.571 -1.206
C 0.256 1.600 -0.643
C 0.162 0.360 0.050
C 1.269 -1.131 -0.200
O 1.525 -1.340 -1.368
O 1.328 -1.735 0.841
C -1.218 -0.161 0.473
O -0.340 0.571 1.371
H -2.076 0.411 0.024
H -1.451 -1.146 0.658
```

HOMO level in eV: -4.5685
Relative energy (zero: lowest compared OMol25 entry of this formula, charge and spin) in kJ/mol: 165.7
Multiplicity: 1
Electronic energy in hartree: -434.1015
Strongest force on any atom in eV/A: 4.74
Charge: -1
SMILES: N#C[C@]1(C(=O)[O-])CO1
Frontier orbital gap in eV: 8.5

---

16.
Below is a 2-piece molecular cluster, C4H2NO3 overall in a non-equilibrium geometry, with properties calculated with ωB97M-V/def2-TZVPD.

Structure (XYZ):
```
10
C4H2NO3 (ωB97M-V/def2-TZVPD)
C 1.908 -1.770 1.993
C 0.528 1.947 1.843
C -0.149 0.379 -0.195
C 0.773 0.831 0.827
N 2.424 -2.740 2.400
O 0.771 1.881 3.021
O -0.033 2.694 1.049
O 1.084 0.842 -0.463
H -0.286 -0.778 -0.228
H -0.995 0.981 -0.474
```

HOMO level (spin up / spin down) in eV: -5.1575 / -5.1564
Relative energy (zero: lowest compared OMol25 entry of this formula, charge and spin) in kJ/mol: 454.2
Multiplicity: 1
Electronic energy in hartree: -433.9916
Strongest force on any atom in eV/A: 5.95
Charge: -1
Frontier orbital gap (spin up / spin down) in eV: 7.7 / 7.7

---

17.
Below is C4H2NaO2 as an isolated structure in a non-equilibrium geometry, with properties calculated with ωB97M-V/def2-TZVPD.

Structure (XYZ):
```
9
C4H2NaO2 (ωB97M-V/def2-TZVPD)
H 1.054 1.504 1.983
C 0.414 0.887 1.362
C 0.367 -0.254 0.658
O -0.883 1.229 1.036
O -0.979 0.010 0.278
Na -1.280 1.400 -1.812
C 1.963 -2.028 -0.145
C 1.011 -1.479 0.374
H 2.828 -2.527 -0.549
```

HOMO level (spin up / spin down) in eV: -4.0476 / -9.4941
Relative energy (zero: lowest compared OMol25 entry of this formula, charge and spin) in kJ/mol: 356.0
Multiplicity: 2
Electronic energy in hartree: -466.1144
Strongest force on any atom in eV/A: 2.26
Frontier orbital gap (spin up / spin down) in eV: 3.3 / 9.7